Below is C3H3FO3Rb as an isolated structure, with properties calculated with ωB97M-V/def2-TZVPD.

Its strongest force on any atom is 2.96 eV/Å. For the HOMO-LUMO gap (alpha / beta), the calculation gives 5.43 / 6.19 eV. The molar mass comes out at 191.520 g mol⁻¹. As for the expectation value of S²: 0.7533. Its spin multiplicity is 2.

Last column: Mulliken charge in e.
Cartesian coordinates (Å):
1 C 3.490 -1.047 0.047  -0.19
2 C 2.593 -2.216 -0.043  -0.26
3 O 1.395 -1.947 -0.796  -0.35
4 C 0.538 -1.031 -0.306  0.72
5 O -0.480 -0.792 -1.000  -0.74
6 O 0.836 -0.381 0.732  -0.73
7 Rb -2.396 1.569 0.616  0.95
8 F 3.615 -0.301 -1.066  -0.25
9 H 3.847 -0.568 0.958  0.34
10 H 2.325 -2.540 0.970  0.25
11 H 3.085 -3.036 -0.582  0.25